No. 1
Entry from the OMol25 dataset: a 3-piece molecular cluster, C32H67BrN5O4P2 overall (the ωB97M-V functional and the def2-TZVPD basis).

Positions of all 111 atoms, in Å:
Br -1.86 0.16 0.50
O -2.20 -3.05 1.39
H -0.72 -4.61 0.26
C 2.23 6.93 2.36
H -0.04 -3.72 2.29
H -3.31 5.92 1.26
H -3.83 -4.73 -3.31
H -0.46 -3.70 -3.70
H -4.59 -2.10 0.94
H 2.87 -1.14 1.09
H -3.33 -4.51 4.89
H 4.17 2.62 -0.33
H 5.27 -0.46 2.13
C -0.55 -3.91 -2.55
C -3.16 -4.37 -2.41
H -3.49 4.86 2.69
C 4.43 -0.40 -3.07
C -5.35 -3.00 0.73
H 4.54 2.24 1.95
H -5.03 -2.68 -1.50
H 4.61 -0.11 -4.21
C 0.18 2.09 -2.05
H -6.32 -3.99 -1.07
H 0.63 -5.46 -1.33
H -1.93 4.95 1.82
H -1.00 -3.03 -1.92
H 2.17 4.67 0.08
C -2.81 5.52 2.15
C 2.02 -0.74 -1.01
H 2.15 3.19 -2.41
H -4.53 -5.73 4.12
H -1.52 -5.80 -1.46
H 5.64 -1.97 -1.76
H 0.06 0.08 -4.73
C -1.39 2.03 -2.53
C 1.29 -2.20 -0.61
H -2.04 2.62 -1.74
H 0.73 3.77 -3.55
H -1.82 0.96 -2.70
C 3.27 -0.76 0.04
H 2.95 7.70 2.66
P -0.70 -3.39 1.02
H -0.06 -0.23 -1.57
C 0.04 -0.56 0.62
O 4.84 4.97 0.81
C 2.07 4.75 1.17
H -1.65 -5.82 -3.38
H 1.74 6.52 3.25
C -1.51 7.55 2.46
H 4.04 -1.60 -0.31
O -1.05 7.54 1.33
C 1.26 2.81 -3.11
O 3.73 1.75 -0.62
H -5.73 -2.82 3.88
H 4.54 -2.75 -3.20
N 2.88 5.85 1.65
C 4.05 0.65 0.28
H 2.44 -4.17 -0.43
H 1.61 2.09 -3.96
C 4.23 5.85 1.40
H 1.69 -2.67 -3.92
H 1.41 -5.00 -2.98
C -2.88 6.70 4.34
C -4.85 -3.47 3.41
H -4.58 -5.03 1.72
C 1.90 -3.55 -1.29
H -5.12 -4.51 5.51
C -4.04 -4.68 -1.03
C -4.46 -4.63 4.53
N 0.24 -2.06 0.30
H -3.09 -3.20 -2.50
H 6.14 -1.82 -3.58
H -3.97 6.77 4.32
H -6.39 -4.50 2.09
H -2.47 7.57 4.86
H -6.43 -2.50 0.82
H -1.25 8.34 3.18
H -0.65 -1.24 -3.43
H 2.16 -1.32 -5.14
H -3.36 -4.87 -0.09
H 2.44 3.82 1.62
C -5.27 -4.11 1.94
H 1.39 -0.56 2.59
H 5.11 0.52 3.52
H -1.48 2.66 -3.55
C 5.19 -1.83 -2.84
C 3.95 1.21 1.85
C 0.69 0.16 -0.72
H 1.02 4.89 1.43
C 0.04 -1.03 -4.36
C -5.25 -3.61 -0.78
H 0.61 1.16 2.03
H -0.35 -1.76 -5.22
H 2.84 1.44 2.17
H 5.01 0.40 -2.44
C 1.62 -1.50 -4.09
N 4.60 0.10 2.71
N -2.38 6.62 2.98
H 4.75 6.73 1.81
H 5.22 0.42 0.13
C 0.47 -0.02 2.11
N 0.69 1.66 -0.86
C -1.69 -5.13 -2.43
H -0.47 -0.19 2.81
P 2.54 -0.43 -2.81
H 2.73 -3.21 -2.07
C 0.85 -4.54 -2.03
H 1.47 7.38 1.71
H -4.57 -5.73 -1.25
H -2.58 5.79 4.88
H -3.92 -2.75 3.36

Output
- HOMO (eV) = -10.45
- relative energy (zero: lowest compared OMol25 entry of this formula, charge and spin) (eV) = 14.479
- net charge = +1
- gap between HOMO and LUMO (hartree) = 0.2245

***

No. 2
Entry from the OMol25 dataset: C36H72AlF5N3O10S as an isolated structure (the ωB97M-V functional and the def2-TZVPD basis).

Positions of all 128 atoms, in Å:
H 5.59 1.79 0.14
O 7.14 -0.29 0.84
C -2.74 3.23 -0.37
H 1.16 -0.91 0.73
O 4.19 0.67 -0.91
H 8.91 -0.36 -0.28
H -7.39 2.47 -3.01
H 1.41 -0.12 -0.87
H -1.25 2.00 6.50
O -1.79 4.35 8.73
H -2.00 -2.22 -10.88
H -5.45 2.24 6.30
H -1.66 -1.85 -7.32
H -4.27 -3.71 -5.44
C -3.55 0.95 -0.20
H -5.01 1.02 -3.18
F -6.03 -3.51 2.13
C -4.53 2.73 5.95
H -1.81 -1.69 -0.39
H -4.44 -0.94 -7.46
C -3.75 -3.22 1.80
C 11.59 -1.57 2.22
H -7.63 2.31 -1.26
C -2.71 2.14 1.73
H 7.21 -1.35 3.27
O -7.02 -1.36 0.24
C 8.29 0.33 0.30
C -0.35 -1.70 -1.94
H 0.21 -2.73 -0.14
S -5.75 -2.01 0.02
H -1.77 -3.19 -1.41
O -2.43 2.17 4.79
C -3.86 -3.04 -6.19
H -3.47 2.10 -1.99
H -3.14 2.22 8.16
H -2.08 4.19 1.42
H -0.33 -0.61 -2.01
H -2.49 -4.59 -6.77
H -4.81 3.31 5.06
C 3.05 -1.37 -0.30
C -3.12 4.09 9.17
H -2.91 -0.33 -6.75
C -2.47 3.27 0.99
H -2.49 2.16 2.80
O -6.85 0.66 -2.17
H -0.43 2.45 5.00
H 3.18 -2.24 0.36
C 11.77 0.79 2.40
F -3.48 -3.91 0.70
H -3.36 -2.71 -8.89
H 11.87 -1.47 3.27
H 10.27 -3.24 2.44
H -5.74 -0.58 -3.37
H 12.64 0.68 3.05
H 3.29 -1.62 -1.34
H 4.85 2.55 -1.32
C -3.22 1.00 1.16
C 1.52 -1.04 -0.29
H 7.75 -2.96 2.81
H 10.87 0.94 3.00
Al -4.35 -0.60 -1.21
H 4.67 -0.48 0.79
F -5.28 -1.57 2.65
C -1.62 -2.00 -9.87
F -3.78 -4.13 2.81
F -2.77 -2.36 2.11
H 6.29 -2.08 1.14
C -1.34 2.59 5.59
H -3.38 0.13 1.78
C 10.23 -2.21 2.08
H -1.20 1.16 -9.05
H 12.33 -2.22 1.74
H -3.21 1.01 6.32
C -5.56 0.23 -2.65
O 11.63 -0.32 1.53
H -4.54 -3.10 -7.05
C -2.92 -1.59 -2.27
H -0.54 -2.16 -9.89
C -0.87 0.12 -9.13
C -1.74 -2.10 -1.41
H 1.39 -2.97 -1.42
C -1.60 5.67 8.26
H -2.17 -3.98 -9.25
H -4.07 1.01 4.79
H -4.45 0.15 -6.06
H -3.03 3.65 10.17
H 9.30 -0.50 2.63
H -5.98 2.51 -1.85
H -1.90 6.41 9.01
C -2.29 -2.95 -8.89
H 7.86 -2.18 0.39
H -0.53 5.80 8.06
H -3.45 -2.39 -2.80
H -2.57 -0.89 -3.04
O -1.96 -0.65 -9.58
H -3.70 5.01 9.26
C 3.81 -0.13 0.20
H -1.86 -3.45 -5.60
H -3.25 4.15 6.61
C -3.80 3.09 8.26
O -3.90 -1.75 -5.61
N -4.09 3.69 6.96
C 0.74 -2.22 -0.95
H -2.54 4.10 -0.98
H -0.53 -0.20 -8.14
H -0.03 0.08 -9.83
H 8.89 0.80 1.09
C -6.95 2.06 -2.09
N -1.71 -2.83 -7.56
H 3.10 0.45 0.81
H 3.91 2.39 0.17
C 4.68 1.92 -0.45
H -0.17 -2.10 -2.95
C -3.92 -0.68 -6.53
H 11.91 1.68 1.77
H 7.96 1.13 -0.37
C -2.45 -3.53 -6.52
C -3.27 2.09 -0.92
H 9.98 -2.24 1.01
H -4.74 2.77 8.72
N 9.22 -1.48 2.84
C 7.29 -1.66 1.17
C -3.54 1.66 5.50
H -1.42 3.65 5.82
C -5.16 -2.54 1.73
O -5.94 -3.24 -0.73
C 7.85 -1.90 2.57
H -2.15 5.85 7.33

Output
- HOMO (eV) = -4.57
- net charge = -1
- gap between HOMO and LUMO (hartree) = 0.2382

***

No. 3
Entry from the OMol25 dataset: an isolated ion of composition C4H7O2 and charge +1 (the ωB97M-V functional and the def2-TZVPD basis).

Positions of all 13 atoms, in Å:
H -1.96 -0.14 -1.60
C -0.38 0.08 -0.48
C 0.00 -0.54 1.78
H 2.20 0.49 -0.86
H -2.06 -0.77 0.20
C 1.43 0.95 -1.51
O 0.19 0.77 -1.57
H -0.58 0.14 2.41
H 1.79 1.68 -2.31
C -1.61 -0.38 -0.63
H -0.28 -1.57 1.56
H 0.77 -0.66 2.51
O 0.49 -0.04 0.50

Output
- HOMO (eV) = -14.45
- relative energy (zero: lowest compared OMol25 entry of this formula, charge and spin) (eV) = 2.653
- net charge = +1
- gap between HOMO and LUMO (hartree) = 0.2942

***

No. 4
Entry from the OMol25 dataset: C41H40AsN8O5S3Ti as an isolated structure (the ωB97M-V functional and the def2-TZVPD basis).

Positions of all 99 atoms, in Å:
C -5.65 -0.42 -0.32
C 3.07 1.33 -1.64
H -2.34 0.14 -5.16
H -0.35 0.31 -3.67
As 1.52 -5.97 0.59
C -3.68 -0.22 -3.51
O 1.36 -1.45 0.41
C -0.49 4.77 0.03
H -5.89 0.25 4.23
C -1.10 7.09 0.16
H 0.75 5.48 -4.32
C 2.86 -4.64 0.21
C 0.05 1.07 4.57
H 2.33 -6.12 2.96
H 2.86 -7.57 -0.80
H -5.90 -0.44 -2.33
O 0.48 -2.86 1.80
C 4.74 0.56 -3.76
H -0.84 8.12 0.41
C 2.14 -2.07 -3.82
C -2.98 2.82 3.36
C 1.13 0.46 4.02
H -2.22 2.40 5.31
H -6.73 -0.37 -0.29
C 1.34 -1.63 -2.74
C 0.08 4.76 -3.85
H 3.14 -7.89 0.93
H 3.86 -1.67 -5.02
H 2.07 -0.11 2.15
H -2.63 -0.55 -0.34
H -0.12 5.06 -2.82
H 0.24 3.97 0.13
N -1.41 -0.15 -1.96
N 1.58 -0.50 -2.09
C 1.22 0.36 2.62
C -2.71 5.48 -0.62
H 1.63 -8.42 0.14
O -3.59 2.69 -0.90
C 1.35 -6.00 2.50
N 0.37 -1.98 0.99
S -0.26 -5.71 -0.45
C -1.72 2.04 1.43
C -2.08 2.31 4.24
C -1.76 4.48 -0.45
C -2.81 2.70 1.96
C 4.21 2.03 -1.93
C -2.60 -0.38 -1.41
C 0.68 3.44 -3.85
H -3.85 3.34 3.72
H -3.56 3.12 1.31
C -5.86 -0.01 2.10
S 2.03 1.79 -0.31
C -5.06 -0.42 1.03
S -2.15 2.83 -0.96
H 1.93 0.05 4.63
O -0.75 -1.48 0.66
H -0.06 1.15 5.65
H 5.37 0.24 -4.58
H 4.46 2.89 -1.33
H 0.70 -6.82 2.78
H -2.37 -1.19 2.66
C -2.44 -0.02 -4.09
N -3.82 -0.83 1.26
C -0.95 1.62 3.74
H -0.53 -2.61 -3.14
N 1.15 2.39 -3.79
C 2.39 -7.65 0.17
C -1.33 0.05 -3.28
H 0.90 -5.06 2.82
N -4.07 -0.48 3.59
Ti 0.19 0.32 -0.41
C 2.73 0.19 -2.41
N -1.38 1.89 0.08
C 0.23 -2.57 -2.36
H -0.86 4.74 -4.39
C -3.79 -0.39 -2.13
H 1.87 -2.98 -4.33
H 2.78 -4.35 -0.83
H -3.69 5.23 -0.97
H -3.10 7.58 -0.44
H 5.93 2.23 -3.21
C 3.23 -1.36 -4.19
H 3.86 -5.04 0.41
O -1.54 2.67 -2.26
C 3.58 -0.20 -3.46
C -5.14 -0.45 -1.56
C 5.04 1.65 -3.00
C -5.31 -0.06 3.37
H 0.83 6.31 0.71
H -4.57 -0.23 -4.13
C -2.37 6.80 -0.31
C -0.78 1.48 2.35
H 2.68 -3.76 0.83
H 0.63 -3.57 -2.25
N 0.29 0.83 1.82
C -3.38 -0.84 2.51
C -0.16 6.08 0.33
H -6.88 0.32 1.95
H -0.27 -2.31 -1.43

Output
- HOMO (alpha / beta) (eV) = -7.48 / -7.49
- relative energy (zero: lowest compared OMol25 entry of this formula, charge and spin) (eV) = 0.087
- spin multiplicity = 2
- net charge = 0
- gap between HOMO and LUMO (alpha / beta) (hartree) = 0.2711 / 0.2719

***

No. 5
Entry from the OMol25 dataset: one molecule with the formula C2H4O2S2 (the ωB97M-V functional and the def2-TZVPD basis).

Positions of all 10 atoms, in Å:
C 0.78 0.79 0.04
H 1.20 -1.00 -1.37
S -2.14 -0.44 -0.24
S 1.87 -0.58 -0.28
C -0.62 0.04 0.54
O -0.18 1.08 -0.62
H -0.68 1.08 0.93
O 0.36 -0.65 0.63
H 1.11 1.35 0.94
H -1.71 -1.67 -0.56

Output
- HOMO (eV) = -6.68
- relative energy (zero: lowest compared OMol25 entry of this formula, charge and spin) (eV) = 11.158
- net charge = 0
- gap between HOMO and LUMO (hartree) = 0.2666

***

No. 6
Entry from the OMol25 dataset: C14H18N6O5PS2SeW as an isolated structure (the ωB97M-V functional and the def2-TZVPD basis).

Positions of all 48 atoms, in Å:
C 0.77 4.79 -2.67
H 1.86 4.78 -2.65
H 1.93 4.97 2.56
P 1.50 3.00 0.01
N 1.41 0.21 0.06
Se -3.34 1.27 0.22
O -2.73 0.30 -1.01
C 2.26 -0.86 0.04
C 3.54 -0.39 -0.02
O -2.65 0.33 1.43
H -0.60 3.44 4.44
S -0.59 -1.62 -1.30
H -0.79 3.19 -4.33
H -1.45 0.76 -3.18
O -2.63 -2.33 0.20
H -1.23 0.91 3.49
C -0.37 2.95 3.51
C -0.83 1.56 -2.82
N -0.25 1.51 -1.58
H 1.90 -1.87 0.06
H 4.57 2.47 -0.99
N -0.11 1.58 1.80
N 0.34 3.59 2.52
C -0.65 1.70 3.04
C 0.84 4.96 2.59
H -3.36 -1.90 2.10
H 4.61 2.54 0.79
H 5.51 1.29 -0.07
C 0.39 2.67 -1.39
C -3.22 -2.75 1.44
C -0.53 2.77 -3.38
H 0.44 5.15 -3.64
N 0.24 3.45 -2.48
H 0.51 5.39 3.54
H 0.43 5.55 1.78
H -4.17 -3.20 1.17
O -2.02 2.31 0.17
W -0.86 0.33 0.15
H 0.40 5.46 -1.90
H 4.48 -0.91 -0.05
C -1.39 -1.86 0.21
S -0.46 -1.58 1.64
C 4.60 1.88 -0.08
N 3.47 0.97 -0.03
H -2.58 -3.50 1.92
O -4.83 1.78 0.27
C 0.48 2.73 1.50
C 2.16 1.31 0.02

Output
- HOMO (eV) = -10.78
- relative energy (zero: lowest compared OMol25 entry of this formula, charge and spin) (eV) = 2.641
- net charge = +1
- gap between HOMO and LUMO (hartree) = 0.2806